Entry 1:
The following is a DFT calculation (ωB97M-V/def2-TZVPD) of 2 unconnected molecules or ions with the total composition C6H9N in a non-equilibrium geometry.

Atoms and positions in Å:
C (1.431, -0.492, 1.068)
C (1.480, 0.641, 0.095)
C (-0.874, -0.922, -1.496)
C (-1.749, -0.921, -0.492)
C (0.605, 1.649, 0.015)
C (-0.556, 1.712, 0.856)
N (-1.507, 1.735, 1.519)
H (0.500, -0.495, 1.642)
H (1.519, -1.447, 0.538)
H (2.272, -0.419, 1.768)
H (2.311, 0.643, -0.609)
H (-0.811, -0.093, -2.195)
H (-2.524, -0.188, -0.376)
H (-1.061, -1.945, -1.774)
H (-1.756, -1.791, 0.163)
H (0.715, 2.440, -0.720)

Results
total energy = -7854.91376 eV
molecular weight = 95.145 Da
relative energy (zero: lowest compared OMol25 entry of this formula, charge and spin) = 313.2 kJ/mol
SMILES string = C/C=C\C#N.C=C
Kohn-Sham gap = 10.1 eV

Löwdin atomic charge list, values in e, 8 entries:
1. C -0.09
2. C -0.16
3. C -0.10
4. C -0.09
5. C -0.13
6. C -0.25
7. N 0.15
8. H 0.07

Entry 2:
The following is a DFT calculation (ωB97M-V/def2-TZVPD) of a molecular structure, C43H79ClFNNbO19 in a non-equilibrium geometry.

Atoms and positions in Å:
C (-0.528, -4.334, -2.570)
C (0.946, -4.637, -2.870)
C (1.756, -3.364, -3.100)
C (1.145, -2.392, -4.115)
C (1.015, -0.976, -3.571)
C (0.488, 0.017, -4.622)
C (-0.335, 1.141, -3.998)
C (0.551, 2.241, -3.423)
C (-0.254, 3.425, -2.859)
C (-0.212, 3.535, -1.341)
C (-0.938, 2.394, -0.623)
C (-0.118, 1.141, -0.262)
C (1.296, 1.383, 0.277)
Nb (1.983, 0.013, 1.931)
N (2.614, -1.340, 3.427)
Cl (0.597, -1.844, 1.088)
C (0.232, 0.730, 3.241)
C (-0.838, -0.295, 3.597)
C (-1.714, 0.094, 4.807)
C (-3.030, 0.786, 4.440)
C (-4.217, 0.441, 5.366)
C (-5.449, -0.012, 4.586)
O (3.072, 1.509, 2.730)
C (4.480, 1.442, 2.687)
C (5.053, 2.335, 3.779)
C (4.831, 1.714, 5.168)
C (3.700, -0.670, 0.532)
F (4.598, -1.548, 1.233)
C (3.258, -1.459, -0.706)
C (4.374, -1.551, -1.757)
H (-1.133, -4.358, -3.468)
H (-0.606, -3.331, -2.160)
H (-0.916, -5.040, -1.843)
H (1.360, -5.134, -1.994)
H (1.051, -5.339, -3.696)
H (1.880, -2.878, -2.133)
H (2.758, -3.632, -3.431)
H (0.144, -2.704, -4.409)
H (1.749, -2.345, -5.019)
H (0.339, -0.980, -2.717)
H (1.994, -0.640, -3.232)
H (1.341, 0.487, -5.098)
H (-0.090, -0.526, -5.367)
H (-0.955, 1.604, -4.766)
H (-0.954, 0.771, -3.184)
H (1.220, 2.607, -4.200)
H (1.146, 1.828, -2.612)
H (0.145, 4.351, -3.257)
H (-1.299, 3.387, -3.168)
H (-0.711, 4.472, -1.083)
H (0.818, 3.646, -1.016)
H (-1.449, 2.765, 0.263)
H (-1.735, 2.077, -1.301)
H (-0.088, 0.448, -1.102)
H (-0.674, 0.611, 0.510)
H (2.037, 1.399, -0.528)
H (1.344, 2.376, 0.726)
H (3.559, -1.158, 3.754)
H (2.616, -2.295, 3.081)
H (0.737, 1.016, 4.168)
H (-0.221, 1.632, 2.819)
H (-0.372, -1.255, 3.805)
H (-1.487, -0.434, 2.734)
H (-1.916, -0.790, 5.409)
H (-1.127, 0.761, 5.439)
H (-2.889, 1.864, 4.450)
H (-3.299, 0.495, 3.426)
H (-4.502, 1.336, 5.918)
H (-3.947, -0.335, 6.068)
H (-6.181, -0.488, 5.234)
H (-5.169, -0.720, 3.809)
H (-5.933, 0.833, 4.100)
H (4.840, 0.429, 2.878)
H (4.859, 1.745, 1.711)
H (4.498, 3.270, 3.733)
H (6.103, 2.535, 3.586)
H (5.756, 1.597, 5.723)
H (4.411, 0.717, 5.053)
H (4.104, 2.272, 5.747)
H (4.308, 0.152, 0.137)
H (3.046, -2.467, -0.361)
H (2.367, -1.007, -1.131)
H (4.168, -2.359, -2.459)
H (5.306, -1.801, -1.257)
H (4.462, -0.617, -2.302)
C (-6.999, -2.605, 9.054)
C (-7.629, -3.381, 7.912)
O (-6.789, -3.035, 6.811)
C (-5.577, -2.654, 7.294)
O (-4.616, -2.458, 6.635)
O (-5.633, -2.523, 8.645)
H (-7.071, -3.107, 10.015)
H (-7.401, -1.594, 9.142)
H (-7.581, -4.461, 8.067)
H (-8.656, -3.092, 7.704)
C (2.735, 8.106, -1.653)
C (1.608, 7.345, -0.978)
O (0.923, 6.777, -2.097)
C (1.790, 6.676, -3.129)
O (1.582, 6.065, -4.122)
O (2.933, 7.353, -2.854)
H (3.653, 8.131, -1.073)
H (2.447, 9.124, -1.922)
H (1.967, 6.537, -0.340)
H (0.933, 7.980, -0.410)
C (-4.875, -3.313, -2.156)
C (-5.496, -4.139, -3.265)
O (-4.802, -3.655, -4.421)
C (-3.616, -3.132, -4.017)
O (-2.747, -2.803, -4.757)
O (-3.567, -3.049, -2.672)
H (-4.799, -3.839, -1.209)
H (-5.390, -2.363, -2.002)
H (-5.295, -5.206, -3.154)
H (-6.564, -3.983, -3.380)
C (1.583, 2.473, 7.293)
C (2.687, 3.139, 8.091)
O (1.963, 3.738, 9.174)
C (0.799, 3.059, 9.332)
O (0.060, 3.204, 10.251)
O (0.604, 2.203, 8.307)
H (1.902, 1.558, 6.803)
H (1.149, 3.144, 6.551)
H (3.403, 2.424, 8.498)
H (3.216, 3.898, 7.522)
C (-1.924, -5.529, -7.507)
C (-3.282, -5.125, -6.969)
O (-4.172, -5.687, -7.946)
C (-3.540, -6.710, -8.565)
O (-4.060, -7.480, -9.305)
O (-2.230, -6.734, -8.225)
H (-1.191, -5.727, -6.731)
H (-1.519, -4.797, -8.207)
H (-3.496, -5.576, -6.000)
H (-3.417, -4.052, -6.897)
C (4.598, 2.523, -7.077)
C (3.425, 1.594, -7.327)
O (3.557, 0.648, -6.264)
C (4.252, 1.231, -5.252)
O (4.381, 0.772, -4.170)
O (4.777, 2.413, -5.665)
H (4.401, 3.556, -7.349)
H (5.510, 2.183, -7.575)
H (2.463, 2.101, -7.227)
H (3.468, 1.086, -8.287)

Results
total energy = -103056.76647 eV
molecular weight = 1061.450 Da
Kohn-Sham gap = 6.1 eV
total charge = -1

Löwdin atomic charge list, values in e, 8 entries:
1. C -0.11
2. C -0.25
3. C -0.21
4. C -0.19
5. C -0.19
6. C -0.19
7. C -0.21
8. C -0.18

Entry 3:
The following is a DFT calculation (ωB97M-V/def2-TZVPD) of 3 unconnected molecules or ions with the total composition C8H12.

Atoms and positions in Å:
C (-1.221, 0.307, -0.134)
C (-0.725, 1.513, -0.422)
C (-1.558, -0.689, -1.203)
C (-1.654, -0.063, 1.252)
C (1.324, -1.426, 0.409)
C (0.838, -2.490, 0.657)
H (-0.581, 1.826, -1.445)
H (1.415, 1.689, -0.366)
H (-0.664, 2.282, 0.333)
H (-1.035, -1.628, -1.020)
H (-1.282, -0.314, -2.197)
H (-2.628, -0.894, -1.195)
H (-1.136, -0.962, 1.579)
H (-1.443, 0.737, 1.961)
H (-2.720, -0.267, 1.268)
H (0.353, -3.403, 0.857)
C (2.491, 1.575, -0.256)
C (3.678, 1.446, -0.186)
H (4.711, 1.271, -0.096)
H (1.836, -0.511, 0.204)

Results
total energy = -8485.42797 eV
molecular weight = 108.184 Da
relative energy (zero: lowest compared OMol25 entry of this formula, charge and spin) = 400.8 kJ/mol
SMILES string = C=C(C)C.C#C.C#C
Kohn-Sham gap = 10.5 eV

Löwdin atomic charge list, values in e, 8 entries:
1. C -0.43
2. C -0.02
3. C -0.07
4. C -0.07
5. C 0.02
6. C 0.01
7. H 0.07
8. H -0.01

- Among the records above, which one has the lowest Kohn-Sham gap?
  C43H79ClFNNbO19